1.
Entry from OMol25: a structure of composition C15H26F6NO3P2Sr in a non-equilibrium geometry (wB97M-V/def2-TZVPD).

XYZ file:
```
54
Properties=species:S:1:pos:R:3:forces:R:3:mulliken_charge:R:1
H -2.0015 1.5882 -3.2680 -0.15 0.02 0.11 0.352
H 0.1944 -3.7888 -4.4721 -0.12 -0.25 -0.32 0.457
F 0.0416 -0.5720 4.5511 -0.02 0.65 -1.03 -0.237
H -2.9299 2.7126 -2.2592 -0.03 -0.18 -0.16 0.401
H -2.5056 2.1628 3.5489 -0.03 -0.33 0.25 0.429
P -2.4779 0.6654 -1.0709 0.11 -0.64 -0.47 0.741
H -2.0488 -2.9392 -3.6530 0.25 0.07 0.03 0.479
O 0.4499 3.1015 0.1490 -0.65 -0.23 1.98 -0.740
C -1.9746 1.2148 3.7017 -0.50 0.22 0.24 -1.704
H -4.2849 -0.3648 0.1673 -0.05 0.29 -0.02 0.395
C -1.1078 -2.5396 -3.2793 0.29 -0.33 -0.50 -0.832
H -0.0351 3.9087 0.0549 -0.03 0.64 -0.51 0.174
P 2.7475 -1.2397 0.1515 -0.29 -0.17 0.19 0.866
H 1.1666 2.6903 -0.5592 0.75 0.37 -1.38 0.296
C 0.1174 -3.0065 -3.7448 1.20 0.86 1.07 -0.544
C -1.1309 -1.5384 -2.3295 0.21 0.37 0.48 0.208
H 0.0205 2.4748 1.4486 -0.42 0.42 0.73 0.575
C -0.5570 1.4473 3.2941 0.96 -0.20 -0.10 1.091
O -0.5688 1.7534 1.9165 0.03 1.04 1.35 -0.805
C 0.2038 0.1025 3.4052 1.15 -1.22 -0.10 0.333
Sr 0.3515 0.6000 0.1625 0.64 -0.90 -1.45 1.554
F -0.2303 -0.7432 2.3644 0.10 0.61 1.01 -0.246
H 2.3044 -2.7621 -3.5216 -0.33 -0.05 -0.03 0.448
H 4.9139 -0.2747 -0.3639 -0.03 -0.14 0.19 0.393
C 2.5727 -3.0522 0.2686 -0.10 -0.42 0.17 -1.255
C 1.3104 -2.4522 -3.2058 -1.19 0.00 0.00 -0.823
F -0.4956 3.6717 4.2287 0.20 -1.20 0.18 -0.251
C 0.1754 2.4898 4.2088 0.31 0.79 0.27 0.622
H -2.3816 0.4689 3.0024 -0.04 0.16 0.49 0.349
C 4.5540 -1.0655 0.3050 0.27 0.26 0.25 -1.383
C 2.4443 -0.8182 -1.6165 -0.11 0.69 -0.70 -0.834
C -2.4676 -1.0397 -1.8360 -0.33 0.41 0.36 -0.902
C -2.8317 1.6610 -2.5563 0.22 0.41 -0.03 -1.516
H -4.1179 1.3794 0.5210 -0.22 -0.22 -0.18 0.332
H 1.8149 -3.4321 -0.4275 0.13 0.09 0.14 0.343
F 1.4187 2.7989 3.7663 -0.85 -0.52 0.24 -0.203
N -0.0053 -1.0057 -1.7988 -0.12 -0.77 -0.52 0.331
H -2.8813 -1.7005 -1.0554 0.27 -0.01 -0.30 0.434
H 3.5354 -3.5419 0.0617 -0.39 0.01 0.03 0.395
H 3.3571 -1.1116 -2.1714 -0.59 0.23 -0.03 0.748
F 0.2827 1.9971 5.4850 -0.24 0.69 -1.56 -0.240
H 2.1122 2.4816 -2.0451 0.18 0.03 -0.24 0.112
H -4.9024 0.8539 -0.9995 0.02 -0.13 0.18 0.416
C 1.1996 -1.4569 -2.2255 0.40 -0.03 -0.17 0.262
O 1.8059 1.9100 -1.3441 -0.36 0.45 0.53 -0.831
H -3.7595 1.3294 -3.0319 0.12 0.05 0.02 0.449
H 2.3028 0.3609 -1.6182 0.59 -2.15 -0.30 -0.100
H 4.7830 -0.7739 1.3414 0.10 -0.16 -0.38 0.356
H -2.0098 0.8823 4.7479 -0.33 0.09 -0.39 0.422
H 2.2444 -3.3061 1.2876 0.20 -0.04 -0.32 0.339
H -3.1993 -1.0181 -2.6540 0.15 -0.24 0.10 0.470
H 5.0498 -2.0202 0.0684 -0.09 0.45 0.03 0.396
C -4.1143 0.6239 -0.2761 -0.09 0.19 0.36 -1.308
F 1.5447 0.2323 3.1753 -1.19 0.01 0.22 -0.216
```
Positions in Å, forces in eV/Å.

For the calculated total energy, the calculation gives -2180.1839 Eh. Its molar mass is 531.93 g mol⁻¹. Its frontier orbital gap is 0.3375 Ha. The spin multiplicity is 1. As for the total charge: +1. As for the lowest unoccupied orbital energy: -2.46 eV. For the energy above the lowest of the compared OMol25 structures with the same formula, charge and spin, the calculation gives 1.0682 eV.

=====

2.
Entry from OMol25: a structure of composition C33H25N18O2S3SeZr (wB97M-V/def2-TZVPD).

XYZ file:
```
83
Properties=species:S:1:pos:R:3:forces:R:3:mulliken_charge:R:1
N 0.9516 -2.2443 -0.4760 0.01 0.01 -0.02 0.982
H 4.4857 -0.6050 1.9774 0.00 0.00 -0.01 0.532
O 3.5796 0.6883 -1.6753 0.10 0.01 -0.01 -0.696
N -1.2938 1.4394 -1.9657 -0.07 0.00 -0.03 0.802
C 3.5079 -0.1766 2.1439 -0.01 0.00 -0.01 -1.963
C -2.9580 -1.9884 -1.5617 -0.03 -0.06 -0.06 -0.090
H 0.8643 2.0420 -5.0605 0.00 0.01 -0.01 0.485
N -1.7389 -1.4391 -1.5782 0.01 0.05 0.14 0.859
N -3.2459 -2.5856 -2.6942 0.02 0.05 0.00 -0.513
C 1.8686 1.8346 -4.7180 0.03 0.02 -0.03 -0.546
H -2.4104 2.6977 0.2489 0.01 0.01 0.00 0.264
C 3.1903 0.4634 3.3232 0.03 0.01 0.00 -0.663
H -5.8936 2.0174 -3.2266 0.00 0.00 -0.01 0.431
H -4.4222 2.9554 -5.2249 0.00 0.00 0.00 0.432
C 0.2102 2.3876 4.6666 -0.02 -0.02 -0.04 0.884
H 5.0822 1.8077 -5.7450 0.00 0.00 0.00 0.403
C -2.4056 1.7866 -2.5444 0.03 0.03 -0.04 0.254
N -0.2409 1.8307 -2.8127 0.01 -0.03 0.02 -1.343
H 1.0390 -1.6350 -2.4400 0.01 -0.02 0.01 0.447
N -1.2748 -1.7023 -2.8294 -0.04 0.03 -0.02 -0.071
N 0.6137 -2.3310 3.7323 -0.02 0.03 -0.04 0.349
H 1.7609 -5.2999 0.6753 0.00 0.00 0.01 0.637
C 3.3309 1.1072 -2.9437 0.02 -0.01 0.00 0.429
C 1.9319 1.0405 3.4582 -0.01 0.01 0.03 0.559
S -2.3653 2.5996 -4.0895 0.00 -0.02 0.00 -0.011
C 4.2275 1.6955 -5.0906 0.03 -0.03 0.03 -0.336
N 1.1734 -3.0119 1.7594 0.02 0.06 -0.04 0.644
N -0.9439 1.5774 1.2148 -0.08 0.08 0.00 0.012
N -3.8486 -1.9035 -0.4945 0.02 0.02 -0.02 0.004
C -0.1347 -1.7034 4.8142 -0.01 0.03 0.01 -0.716
N -2.1581 -2.3795 -3.4636 0.00 -0.05 0.03 -0.830
H 2.8033 2.3160 -6.5795 0.00 0.00 0.00 0.418
H -1.0000 -2.3079 5.0793 0.01 -0.01 -0.01 0.301
C -1.8707 3.1077 3.4369 -0.02 0.01 0.03 -1.392
C 1.5008 1.7434 4.6542 -0.01 -0.03 -0.04 0.873
H -4.3689 3.8697 -3.7041 -0.01 0.00 0.00 0.317
C 2.0396 1.3999 -3.4004 0.00 0.00 0.05 0.077
Zr -0.5429 -0.0838 -0.1905 -0.10 -0.03 -0.20 -0.629
C -0.6425 2.3468 3.4994 0.02 -0.02 0.00 0.742
C 1.8378 -4.7284 -1.4055 -0.01 0.02 -0.01 -0.691
N -2.7846 0.0246 0.3162 0.02 0.00 0.04 0.666
C 2.1711 -3.4255 2.6359 -0.02 -0.02 0.02 -0.409
H 2.7173 0.5908 -1.2418 -0.02 -0.01 -0.01 0.217
H 0.5243 -1.6019 5.6725 0.00 0.00 -0.01 0.339
C 0.8612 1.2489 -2.5332 -0.08 0.03 0.03 1.136
O 0.9617 0.4658 -1.4579 0.16 -0.05 0.02 0.385
S -1.2328 -1.7033 1.8544 -0.04 -0.02 0.05 -0.416
H -4.7380 -2.3610 -0.6292 0.00 0.00 0.01 0.355
H 3.8999 0.5464 4.1365 -0.01 0.00 0.00 0.591
N -3.2133 1.0125 1.0984 0.05 0.00 -0.03 0.629
H -3.5338 3.6417 2.2455 0.00 0.00 0.00 0.532
Se 1.2577 2.7789 6.9069 0.00 -0.02 0.02 0.260
C 1.6550 -3.6744 -2.2765 0.01 -0.04 0.02 -1.094
C 1.8144 -3.0020 3.8612 0.02 -0.04 0.01 -0.712
N -0.1051 2.9952 5.7834 -0.02 0.03 0.01 -0.895
C 1.2089 -2.4637 -1.7739 0.00 0.02 -0.02 -0.342
C 2.5368 -0.2783 1.1583 -0.02 -0.02 0.01 -0.241
H -0.4756 -0.7214 4.4896 0.00 0.00 0.00 0.248
H 2.1531 -5.7001 -1.7603 0.00 0.00 0.00 0.438
N -4.4301 0.8584 1.4784 -0.03 -0.01 0.01 -0.795
C -4.8594 1.7769 -3.4685 0.00 0.00 0.02 -0.606
H 5.4068 1.0306 -3.4143 0.00 0.00 0.00 0.454
C 1.6203 -4.5134 -0.0522 0.00 0.01 -0.01 -0.987
N 2.2112 1.8226 5.7469 0.03 0.02 0.01 -0.921
N -4.8653 -0.2826 0.9723 0.03 0.02 0.01 -0.623
H -4.8241 0.8539 -4.0458 0.00 0.00 -0.01 0.303
C -0.2472 1.6432 2.3943 -0.01 -0.01 0.03 0.176
H -2.1303 3.7357 4.2784 0.00 0.00 0.00 0.550
C 0.2206 -2.3427 2.4471 0.01 -0.08 0.02 0.069
C 1.0332 0.9538 2.3911 -0.02 0.01 0.01 -0.237
H 2.7427 -0.8131 0.2420 0.01 0.00 0.02 0.892
C -3.8446 -0.7711 0.2519 -0.04 -0.02 0.01 0.075
S -3.9974 1.4989 -1.9013 -0.04 -0.03 0.03 0.118
C -2.2548 2.1818 1.2008 -0.02 -0.02 0.02 0.566
C -2.6286 3.0595 2.3459 0.01 0.00 -0.04 -1.197
C 4.4201 1.2575 -3.7949 -0.01 0.02 -0.01 -0.819
N 1.3175 0.2469 1.2791 0.12 -0.03 0.00 0.743
C -4.1496 2.9103 -4.1712 0.02 0.01 0.00 -0.598
C 1.2116 -3.2600 0.3556 -0.01 0.02 0.02 -0.174
H 2.3073 -3.1069 4.8110 0.01 0.00 -0.01 0.490
H 3.0440 -3.9517 2.2965 0.01 0.00 0.00 0.546
H 1.8290 -3.7746 -3.3377 0.00 0.01 0.00 0.518
C 2.9492 1.9840 -5.5613 -0.04 0.01 0.00 -0.880
```
Positions in Å, forces in eV/Å.

For the calculated total energy, the calculation gives -6051.7051 Eh. Its molar mass is 972.07 g mol⁻¹. Its frontier orbital gap is 0.2548 Ha. The spin multiplicity is 1. As for the total charge: +1. As for the lowest unoccupied orbital energy: -3.34 eV. For the energy above the lowest of the compared OMol25 structures with the same formula, charge and spin, the calculation gives 0.4802 eV.

=====

3.
Entry from OMol25: a cluster of 2 separate species, C33H38N3 in total (wB97M-V/def2-TZVPD).

XYZ file:
```
74
Properties=species:S:1:pos:R:3:forces:R:3:mulliken_charge:R:1
H 2.0875 -7.1489 -2.5359 -0.09 -0.05 -0.08 0.280
C 4.5312 3.1497 -5.1521 -0.35 -0.03 0.52 -0.246
H 1.2731 -4.9303 -3.8573 -0.08 -0.22 -0.16 -0.016
H 1.1891 -5.1086 -6.4274 -0.15 0.00 0.08 0.309
C 2.0608 -3.6344 5.0266 0.69 0.11 0.39 0.202
C -0.6106 -6.8447 -2.8190 -0.30 -0.20 0.01 -1.498
H 1.2789 -5.4566 2.0569 0.02 0.30 -0.14 0.475
C 1.5455 0.0832 -1.4636 0.24 0.22 0.06 -0.974
C 1.5765 -4.0627 0.4342 0.01 0.18 -0.25 -0.888
C -0.1137 -7.6038 -5.2217 0.65 0.30 0.08 -0.925
H 2.4316 -7.6908 -4.1955 -0.10 0.02 0.16 0.414
H 1.2279 3.7838 -5.3599 -0.08 -0.10 0.22 0.300
H 1.6769 -4.8374 -0.3270 -0.14 0.14 0.17 0.434
H 1.1240 -1.2941 3.1122 0.38 -0.25 -0.26 0.354
H 5.1750 5.2887 -1.9655 0.02 -0.09 -0.29 0.357
H -1.5588 -6.2615 -6.1180 0.17 -0.03 -0.16 0.292
N 0.7497 -5.5794 -4.4220 0.24 0.30 0.44 0.049
H 5.0287 -3.2367 7.5045 -0.27 -0.04 -0.21 0.385
H 1.1097 4.0257 -3.5960 -0.25 -0.01 -0.13 0.370
N 0.9870 -3.7926 4.0934 -0.51 -0.60 -0.16 0.205
C 1.1639 3.2727 -4.3927 0.27 -0.09 0.32 -0.880
H -0.2687 -4.3318 -5.7917 0.05 -0.23 -0.02 0.286
C 2.4691 -0.0045 -4.1008 0.09 0.29 0.01 -0.412
C 4.9998 4.6974 -2.8646 -0.11 -0.05 -0.12 -0.744
H 4.3082 2.5429 -6.0335 0.16 0.22 0.27 0.399
C 3.8018 3.9912 -2.9872 0.22 -0.34 -0.30 -0.046
H 4.3897 -5.5064 6.6706 -0.12 0.28 -0.06 0.363
C 1.6874 -1.7231 1.0764 -0.44 0.07 0.11 -1.113
H -0.2603 -6.7555 -7.2420 -0.20 0.08 0.26 0.355
H 3.0296 4.0399 -2.2132 0.37 0.06 -0.19 0.206
C 2.3214 -1.1756 -3.3909 0.08 -0.16 0.23 -0.957
C 1.7847 1.2636 -2.1492 -0.23 -0.26 0.21 -0.101
C 2.7815 -4.7685 5.4485 -0.29 0.54 -0.26 -0.222
H -0.2003 -6.3490 -1.9252 -0.06 -0.10 -0.21 0.188
C 3.8387 -4.6231 6.3460 -0.08 0.18 -0.03 -0.607
H 2.7725 -0.0051 -5.1480 -0.09 -0.05 0.31 0.446
C 1.9175 -1.1789 -2.0179 -0.40 0.36 -0.59 0.940
H 0.2725 2.6388 -4.3705 0.12 0.15 -0.05 0.356
H -0.3714 -3.6788 5.6888 -0.01 0.04 -0.29 0.361
C 3.5819 3.1829 -4.1139 0.85 0.35 -0.04 0.228
H -0.9066 -7.8660 -2.5391 -0.01 0.27 0.07 0.400
H -1.5052 -6.2889 -3.1296 0.19 -0.15 0.02 0.371
H 6.4462 3.8477 -5.8399 -0.17 0.04 0.25 0.366
H 1.9927 -0.6985 0.8856 -0.20 -0.24 0.03 0.683
H 6.8893 5.2015 -3.7847 -0.30 -0.17 -0.05 0.383
C -0.3629 -3.5102 4.6077 0.17 0.04 -0.42 -0.884
C -0.4894 -6.4859 -6.2045 -0.36 0.27 0.30 -0.594
H -0.6564 -2.4761 4.3838 -0.16 -0.03 0.23 0.362
H 0.7220 -8.1628 -5.6570 -0.22 -0.16 0.11 0.350
H 1.7795 -1.5065 5.2288 0.29 -0.23 0.21 0.276
C 1.7113 -2.6949 0.0321 0.30 -0.42 0.61 0.505
C 5.7144 3.8801 -5.0325 -0.11 0.02 0.15 -0.567
C 1.2069 -3.4182 2.7395 -0.06 -0.15 -0.14 0.211
C 4.1884 -3.3521 6.8176 -0.16 0.00 -0.17 -0.415
C 1.3041 -2.0682 2.3623 0.25 0.20 -0.22 -0.149
C 2.3761 -2.3688 5.5410 0.30 -0.38 -0.12 -0.086
H 1.0444 0.1400 -0.5013 0.23 -0.02 -0.23 0.681
C 1.6591 -7.6394 -3.4194 0.16 -0.23 -0.13 -1.654
N 2.3670 2.4378 -4.2342 -0.55 -0.43 -0.53 0.181
H 1.6406 2.2289 -1.6564 -0.27 -0.39 -0.22 0.317
C 0.3303 -5.2566 -5.7482 0.12 0.17 -0.84 -0.613
C 3.4611 -2.2280 6.4107 -0.16 -0.12 -0.02 -0.714
H -0.9311 -8.2901 -4.9883 0.12 0.08 -0.12 0.356
C 1.8860 -2.4236 -1.3457 0.07 0.48 0.36 -0.113
H -1.0738 -4.1890 4.1222 0.02 0.17 0.17 0.288
C 0.4315 -6.8993 -3.9441 -0.27 -0.26 0.17 1.328
C 5.9564 4.6439 -3.8847 -0.20 -0.13 0.00 -0.402
H 1.3789 -8.6648 -3.1448 0.15 0.19 0.04 0.375
H 3.7300 -1.2322 6.7639 -0.04 -0.31 0.01 0.356
C 2.2213 1.2416 -3.4845 0.31 -0.02 0.02 0.024
H 2.4813 -5.7422 5.0524 0.18 0.30 0.18 0.396
H 2.0462 -3.2983 -1.9745 -0.05 0.07 0.04 0.195
C 1.3466 -4.4130 1.7476 0.09 0.08 0.30 -0.485
H 2.5164 -2.1327 -3.8751 0.04 0.21 0.09 0.347
```
Positions in Å, forces in eV/Å.

For the calculated total energy, the calculation gives -1444.2402 Eh. Its molar mass is 476.69 g mol⁻¹. Its frontier orbital gap is 0.1667 Ha. The spin multiplicity is 1. As for the total charge: +1. As for the lowest unoccupied orbital energy: -5.53 eV. For the energy above the lowest of the compared OMol25 structures with the same formula, charge and spin, the calculation gives 3.2671 eV.